Formula: C13H19P
Source: the Open Molecules 2025 dataset
Level of theory: the ωB97M-V functional and the def2-TZVPD basis

Geometry (Å):
C 2.795 -1.393 -3.072
C 1.608 -1.221 -3.607
C 3.098 -0.981 -1.695
C 0.480 -0.594 -2.830
C 2.207 -0.322 -0.958
C 0.953 0.130 -1.645
C 2.423 0.032 0.483
C 2.059 1.518 0.572
C 0.550 1.740 0.298
C 0.177 1.049 -0.960
C -3.805 -0.084 1.502
C -2.454 -1.548 2.966
C -2.755 -0.799 1.715
P -1.454 1.378 -1.534
H 3.658 -1.872 -3.431
H 1.554 -1.632 -4.563
H 4.055 -1.416 -1.329
H -0.068 0.232 -3.415
H 1.704 -0.573 1.147
H 3.388 -0.313 0.609
H 2.349 2.130 1.374
H 2.766 1.933 -0.100
H 0.015 1.252 1.116
H 0.179 2.842 0.292
H -0.251 -1.504 -2.613
H -4.136 0.314 0.550
H -4.526 -0.012 2.366
H -1.900 -1.036 3.697
H -1.648 -2.316 2.541
H -3.224 -2.116 3.466
H -2.080 -0.938 0.887
H -1.054 2.197 -2.538
H -1.881 2.408 -0.728

Values from the calculation:
* HOMO-LUMO gap: 8.2 eV
* molecular weight: 206.27 g mol⁻¹
* SMILES: PC1=C2CC=CC=C2CCC1.C=CC
* LUMO level: 0.6 eV



Formula: C13H19P2Pt
Source: the Open Molecules 2025 dataset
Level of theory: the ωB97M-V functional and the def2-TZVPD basis

Geometry (Å):
C -2.066 -0.420 0.134
C -1.869 -1.271 -0.976
C -1.548 -0.503 -2.117
C -1.561 0.893 -1.758
C -1.958 0.973 -0.331
Pt 0.183 0.931 -0.279
P 0.666 -0.355 1.542
H -2.372 -0.703 1.139
H -2.005 -2.356 -0.957
H -1.437 -0.891 -3.123
H -2.334 1.873 0.164
H -1.492 1.740 -2.437
H 1.900 -1.019 1.335
H -0.226 -1.454 1.627
H 0.749 0.128 2.891
C 2.815 2.643 -1.937
P 2.204 1.122 -1.201
C 2.354 -0.115 -2.516
C 3.524 0.782 0.019
C 3.505 1.554 1.190
C 4.456 1.327 2.189
C 5.464 0.379 2.000
C 5.464 -0.396 0.844
C 4.490 -0.211 -0.146
H 2.056 3.134 -2.571
H 3.692 2.370 -2.531
H 3.151 3.318 -1.136
H 3.374 -0.110 -2.915
H 2.147 -1.108 -2.120
H 1.649 0.089 -3.318
H 2.745 2.323 1.344
H 4.418 1.887 3.120
H 6.230 0.222 2.758
H 6.229 -1.162 0.694
H 4.473 -0.840 -1.041

Values from the calculation:
* HOMO-LUMO gap (spin up / spin down): 2.8 / 6.9 eV
* charge: -1
* ⟨S²⟩: 2.030
* 2S+1: 3
* molecular weight: 432.32 g mol⁻¹
* LUMO level (spin up / spin down): 2.9 / 2.9 eV



Formula: C13H20
Source: the Open Molecules 2025 dataset
Level of theory: the ωB97M-V functional and the def2-TZVPD basis

Geometry (Å):
C -1.509 -1.575 1.217
C -0.436 -0.968 1.748
C -2.152 -1.481 -0.113
C -1.170 -1.215 -1.338
C 1.937 -1.664 -0.006
C 1.838 -0.673 1.159
C 1.458 -1.116 -1.388
C 0.447 0.031 1.214
C 0.084 -0.395 -1.234
C 0.234 0.757 -0.271
C 1.329 1.824 -0.670
C -1.068 2.783 0.725
C -1.223 1.446 -0.003
H -1.802 -2.508 1.831
H 0.032 -1.302 2.570
H -2.677 -2.420 -0.154
H -2.935 -0.655 -0.276
H -0.806 -2.081 -1.783
H -1.625 -0.667 -2.249
H 2.872 -2.128 -0.243
H 1.338 -2.459 0.338
H 2.064 -1.128 2.054
H 2.738 -0.078 1.101
H 2.365 -0.507 -1.616
H 1.261 -1.769 -2.215
H 0.859 2.460 -1.295
H 2.076 1.212 -1.123
H 1.669 2.226 0.157
H -0.614 2.484 1.723
H -2.009 3.157 0.840
H -0.638 3.527 0.104
H -1.800 1.639 -0.835
H -1.740 0.852 0.640

Values from the calculation:
* HOMO-LUMO gap (spin up / spin down): 7.0 / 8.0 eV
* molecular weight: 176.30 g mol⁻¹
* LUMO level (spin up / spin down): -0.1 / 0.6 eV



Formula: C13H20B3F6NO15
Source: the Open Molecules 2025 dataset
Level of theory: the ωB97M-V functional and the def2-TZVPD basis

Geometry (Å):
O 0.102 -0.762 -3.563
C -0.999 -1.185 -3.552
F -2.017 -0.559 -4.126
N -1.472 -2.374 -2.896
B -1.335 -2.324 -1.421
O -2.026 -3.279 -0.699
B -1.246 -3.736 0.356
F -0.942 -5.006 0.488
O -0.681 -2.785 1.196
B 0.042 -1.887 0.408
C 1.517 -1.571 0.875
O 2.216 -0.800 -0.116
C 3.567 -0.747 -0.006
F 4.030 -1.263 1.139
F 4.134 -1.410 -1.029
F 3.995 0.525 -0.072
O -0.524 -1.420 -0.771
C -0.846 -3.569 -3.377
O -1.351 -4.412 -4.021
F 0.429 -3.669 -2.959
H 1.488 -1.055 1.838
H 1.987 -2.547 1.023
C -5.175 -2.243 -1.255
O -5.316 -2.428 0.154
C -6.248 -3.319 0.497
O -6.942 -3.940 -0.262
O -6.272 -3.402 1.827
C -7.233 -4.328 2.338
H -4.394 -1.500 -1.391
H -4.875 -3.172 -1.737
H -6.100 -1.872 -1.692
H -7.021 -5.336 1.986
H -8.240 -4.036 2.046
H -7.144 -4.294 3.420
C 4.660 6.051 -1.509
O 4.597 4.746 -2.089
C 3.360 4.292 -2.281
O 2.342 4.877 -2.014
O 3.442 3.074 -2.815
C 2.178 2.450 -3.038
H 5.715 6.290 -1.411
H 4.178 6.782 -2.155
H 4.193 6.056 -0.525
H 1.571 3.033 -3.728
H 1.647 2.318 -2.097
H 2.379 1.475 -3.473
C 2.118 3.090 5.849
O 1.436 2.589 4.698
C 2.048 2.856 3.543
O 3.081 3.457 3.415
O 1.315 2.340 2.557
C 1.862 2.546 1.249
H 1.517 2.804 6.708
H 3.108 2.646 5.933
H 2.199 4.174 5.806
H 2.835 2.076 1.164
H 1.935 3.608 1.023
H 1.177 2.080 0.545

Values from the calculation:
* HOMO-LUMO gap: 10.9 eV
* molecular weight: 576.72 g mol⁻¹
* LUMO level: 0.0 eV



molecular weight of number 1 (C13H19P)? 206.27 g mol⁻¹



Which value of molecular weight does entry 2 give? 432.32 g mol⁻¹



molecular weight of number 2 (C13H19P2Pt)? 432.32 g mol⁻¹



Among the records above, which one has the lowest molecular weight? C13H20